C4H5Cl in the gas phase at a distorted geometry, computed with ωB97M-V/def2-TZVPD.

The geometry in XYZ format:
```
10
C4H5Cl, DFT ωB97M-V/def2-TZVPD
C -0.136 1.277 0.008
C 0.518 -1.223 -0.217
C -0.061 0.054 0.626
C 1.368 -0.576 0.679
Cl 2.839 0.155 -0.090
H 0.680 1.534 -0.631
H -0.947 1.914 0.372
H 0.129 -2.191 -0.009
H 0.613 -1.256 -1.219
H -0.827 -0.060 1.429
```

Output
Frontier orbital gap (spin up / spin down) (eV): 7.510 / 8.071
Relative energy (zero: lowest compared OMol25 entry of this formula, charge and spin) (kcal per mole): 81.5

A molecular structure, C19H23AsNORu at a distorted geometry, computed with ωB97M-V/def2-TZVPD.

The geometry in XYZ format:
```
46
C19H23AsNORu, DFT ωB97M-V/def2-TZVPD
C 4.522 1.418 -1.926
Ru 0.197 0.709 -1.953
N 1.549 -0.210 -3.385
H 1.152 2.027 -1.435
H 5.111 0.577 -1.500
H 4.714 2.329 -1.301
H 3.387 1.211 -1.871
H 4.824 1.463 -2.980
H 0.904 -0.576 -4.117
H 1.896 -1.038 -2.887
H 2.341 0.230 -3.816
O 0.151 -1.202 -1.675
As -0.435 -0.255 0.025
C -2.015 0.804 -0.553
C -2.102 2.166 -0.276
C -3.237 2.865 -0.663
C -4.259 2.203 -1.303
C -4.173 0.842 -1.627
C -3.049 0.128 -1.200
C -0.845 -1.965 0.648
C -0.544 -2.272 1.946
C -0.778 -3.538 2.429
C -1.306 -4.505 1.589
C -1.570 -4.223 0.246
C -1.321 -2.935 -0.230
C 0.805 0.706 1.216
C 2.168 0.401 1.302
C 2.890 0.827 2.437
C 2.243 1.658 3.379
C 0.882 1.953 3.279
C 0.169 1.473 2.191
H -1.237 2.641 0.140
H -3.309 3.928 -0.444
H -5.141 2.718 -1.623
H -4.954 0.296 -2.169
H -2.869 -0.927 -1.463
H -0.107 -1.533 2.568
H -0.590 -3.798 3.453
H -1.538 -5.499 1.919
H -1.991 -4.953 -0.474
H -1.445 -2.707 -1.296
H 2.598 -0.208 0.499
H 3.960 0.551 2.521
H 2.823 1.974 4.236
H 0.412 2.589 4.036
H -0.885 1.661 2.109
```

Output
Charge: +1
Frontier orbital gap (spin up / spin down) (eV): 7.373 / 7.794
2S+1: 5
Expectation value of S²: 6.024

9 unconnected molecules or ions with the total composition C25H68O9 at a distorted geometry, computed with ωB97M-V/def2-TZVPD.

The geometry in XYZ format:
```
102
C25H68O9, DFT ωB97M-V/def2-TZVPD
C 2.185 -0.357 4.741
C 3.522 -0.216 4.000
C 3.394 -0.635 2.576
O 3.943 0.925 3.901
H 2.001 0.459 5.499
H 2.258 -1.234 5.312
H 1.300 -0.330 4.062
H 4.222 -0.917 4.427
H 2.942 -1.619 2.531
H 4.308 -0.705 2.035
H 2.671 -0.035 1.963
H 3.099 1.407 3.895
C -2.614 0.880 0.392
C -1.139 0.662 0.668
C -0.969 -0.018 2.053
O -0.509 0.045 -0.204
H -2.909 1.763 0.926
H -3.314 0.019 0.514
H -2.696 1.174 -0.660
H -0.799 1.683 0.723
H 0.044 -0.191 2.397
H -1.446 -0.953 2.091
H -1.462 0.596 2.792
H -0.538 0.465 -1.037
C -2.706 4.153 -2.210
C -2.327 4.332 -3.626
C -2.987 5.558 -4.248
O -1.104 4.432 -3.858
H -3.763 3.933 -2.053
H -2.576 5.021 -1.569
H -2.113 3.452 -1.630
H -2.688 3.454 -4.011
H -2.683 6.353 -3.567
H -4.096 5.551 -4.309
H -2.630 5.689 -5.307
H -1.011 4.179 -4.768
C 1.645 3.750 -2.602
C 1.208 3.060 -1.267
C 1.890 1.755 -1.142
O 1.444 3.740 -0.244
H 1.474 3.173 -3.485
H 2.721 3.967 -2.533
H 1.204 4.747 -2.596
H 0.151 2.911 -1.297
H 1.465 1.129 -1.874
H 1.765 1.179 -0.228
H 2.954 1.767 -1.289
H 0.810 4.467 -0.255
C -3.517 -2.688 -2.034
C -2.157 -3.113 -1.442
C -2.203 -3.306 0.101
O -1.761 -4.184 -1.948
H -4.265 -3.516 -1.925
H -3.433 -2.437 -3.043
H -3.910 -1.778 -1.525
H -1.475 -2.303 -1.621
H -1.384 -3.916 0.407
H -3.103 -3.811 0.399
H -2.247 -2.345 0.696
H -2.517 -4.638 -2.322
C -3.144 0.891 -3.385
C -1.794 0.332 -3.083
C -1.296 -0.602 -4.122
O -0.933 1.212 -2.829
H -3.995 0.205 -3.393
H -3.196 1.293 -4.449
H -3.496 1.614 -2.671
H -1.821 -0.234 -2.185
H -1.177 0.006 -4.958
H -1.958 -1.459 -4.309
H -0.359 -0.996 -3.872
H -0.859 1.817 -3.554
C 1.454 -2.166 0.303
C 1.786 -2.082 -1.148
C 3.237 -1.921 -1.314
O 1.477 -3.159 -1.780
H 2.077 -2.903 0.826
H 0.369 -2.393 0.430
H 1.603 -1.169 0.704
H 1.232 -1.275 -1.591
H 3.547 -2.225 -2.290
H 3.764 -2.638 -0.671
H 3.554 -0.927 -1.103
H 1.526 -3.018 -2.741
C 1.673 -4.929 5.789
C 1.614 -4.321 4.361
C 0.444 -3.340 4.103
O 2.623 -3.596 4.013
H 1.619 -4.147 6.575
H 2.645 -5.371 5.928
H 0.789 -5.572 5.978
H 1.565 -5.170 3.746
H 0.496 -2.563 4.805
H -0.508 -3.844 4.262
H 0.453 -2.840 3.114
H 3.216 -4.116 3.466
C 1.031 2.364 2.709
O 2.340 2.845 3.024
H 0.327 3.169 2.469
H 0.690 1.788 3.529
H 1.125 1.756 1.842
H 2.685 3.097 2.098
```

Output
Structure (SMILES): CC(C)O.CC(C)O.CC(C)O.CC(C)O.CC(C)O.CC(C)O.CC(C)O.CC(C)O.CO
Frontier orbital gap (eV): 8.605
Relative energy (zero: lowest compared OMol25 entry of this formula, charge and spin) (kcal per mole): 210.4